# 1
121
Properties=species:S:1:pos:R:3 method="wB97M-V/def2-TZVPD" gap_ev=7.368 charge=+1 multiplicity=1 fmax_ev_per_a=3.2 homo_energy_ev=-11.47
N -2.467 -3.758 0.643
C -1.940 -2.489 0.172
N -0.565 -2.664 -0.157
N -1.993 -1.468 1.208
C -2.762 -1.794 -0.958
N -2.271 -2.045 -2.380
C -1.975 -0.746 -3.075
C -1.022 -0.846 -4.272
C 0.024 0.272 -4.285
C 1.460 -0.223 -4.188
O 1.742 -1.231 -5.152
C -3.006 -2.890 -3.084
N -3.216 -2.742 -4.436
N -3.536 -4.024 -2.443
C -2.829 -5.246 -2.914
C -1.363 -5.140 -2.629
O -0.869 -5.471 -1.566
O -0.647 -4.622 -3.657
H -1.957 -4.547 0.276
H -3.451 -3.854 0.462
H -0.056 -1.794 -0.222
H -0.433 -3.249 -0.963
H -1.518 -1.837 2.021
H -2.951 -1.272 1.462
H -2.627 -0.745 -0.773
H -3.819 -1.983 -0.882
H -2.901 -0.254 -3.326
H -1.472 -0.144 -2.340
H -1.622 -0.719 -5.156
H -0.585 -1.833 -4.311
H -0.067 0.802 -5.220
H -0.172 0.998 -3.510
H 1.637 -0.604 -3.192
H 2.124 0.599 -4.403
H 1.567 -2.075 -4.740
H -4.081 -2.434 -4.838
H -2.435 -2.891 -5.048
H -4.478 -4.104 -2.818
H -3.019 -5.459 -3.958
H -3.183 -6.067 -2.317
H 0.125 -4.185 -3.279
C 0.593 1.173 3.719
C -0.471 1.265 2.653
O -0.298 2.614 2.167
C 0.964 2.996 2.432
O 1.463 3.992 2.004
O 1.580 2.113 3.236
H 1.005 0.173 3.809
H 0.240 1.508 4.697
H -0.301 0.574 1.827
H -1.474 1.120 3.032
C 3.825 -2.314 2.589
C 4.125 -3.156 3.814
O 3.137 -2.693 4.745
C 2.112 -2.173 4.046
O 1.066 -1.846 4.514
O 2.423 -2.054 2.741
H 4.017 -2.829 1.652
H 4.358 -1.362 2.594
H 3.968 -4.221 3.639
H 5.123 -3.002 4.212
C 4.891 -0.103 -1.479
C 4.289 -0.417 -2.830
O 3.037 -1.030 -2.456
C 2.709 -0.583 -1.228
O 1.636 -0.761 -0.733
O 3.724 0.074 -0.658
H 5.501 0.787 -1.474
H 5.477 -0.947 -1.107
H 4.084 0.475 -3.413
H 4.891 -1.105 -3.418
C -2.898 -0.739 6.858
C -1.608 -0.627 6.077
O -2.090 -0.393 4.741
C -3.336 0.127 4.825
O -3.923 0.578 3.891
O -3.798 0.071 6.081
H -2.812 -0.352 7.868
H -3.292 -1.757 6.890
H -1.014 0.232 6.392
H -0.991 -1.519 6.111
C -0.832 -3.528 -7.729
C -0.791 -4.191 -9.092
O -2.020 -4.929 -9.106
C -2.882 -4.352 -8.250
O -4.031 -4.614 -8.143
O -2.247 -3.407 -7.498
H -0.357 -2.551 -7.708
H -0.399 -4.157 -6.947
H -0.804 -3.469 -9.910
H 0.055 -4.860 -9.220
C -2.649 4.877 5.305
C -1.288 4.346 4.904
O -0.936 3.537 6.038
C -2.077 3.173 6.670
O -2.137 2.369 7.542
O -3.135 3.841 6.169
H -3.322 5.017 4.465
H -2.586 5.806 5.874
H -1.336 3.711 4.018
H -0.547 5.124 4.746
C 3.966 4.863 0.280
C 4.580 3.657 0.949
O 4.386 2.630 -0.046
C 4.269 3.231 -1.246
O 4.273 2.656 -2.295
O 4.152 4.562 -1.116
H 4.456 5.796 0.539
H 2.900 4.951 0.486
H 5.650 3.773 1.124
H 4.093 3.384 1.880
C 0.324 6.216 1.610
C -0.758 7.054 2.264
O -0.042 7.698 3.320
C 1.272 7.739 2.988
O 2.100 8.348 3.570
O 1.505 6.975 1.887
H 0.189 6.102 0.537
H 0.423 5.230 2.069
H -1.161 7.815 1.594
H -1.576 6.463 2.666

# 2
57
Properties=species:S:1:pos:R:3 method="wB97M-V/def2-TZVPD" gap_ev="6.690 / 4.413" charge=+1 multiplicity=5 fmax_ev_per_a=0.1 homo_energy_ev="-10.15 / -10.22" s_squared=6.049
Rh -1.130 -1.026 -1.389
Cl -4.866 0.808 4.485
C -4.426 0.316 2.917
C -5.189 0.751 1.814
C -4.820 0.371 0.565
C -3.641 -0.441 0.329
O -3.303 -0.660 -0.852
C -2.910 -0.934 1.504
C -1.802 -1.882 1.460
N -1.280 -2.346 0.393
C -0.256 -3.313 0.467
C -0.158 -4.250 1.463
C 0.914 -5.163 1.487
C 1.873 -5.134 0.518
C 1.781 -4.206 -0.547
C 2.740 -4.121 -1.582
C 2.585 -3.204 -2.579
C 1.452 -2.376 -2.563
N 0.541 -2.433 -1.619
C 0.696 -3.314 -0.589
C -3.321 -0.528 2.751
H -6.052 1.380 1.980
H -5.367 0.687 -0.312
H -1.419 -2.197 2.432
H -0.918 -4.303 2.232
H 0.970 -5.889 2.287
H 2.706 -5.824 0.543
H 3.595 -4.785 -1.566
H 3.308 -3.103 -3.375
H 1.291 -1.643 -3.345
H -2.793 -0.870 3.632
N 2.149 5.822 2.494
C 2.005 4.565 1.946
C 2.750 4.191 0.822
C 2.571 2.953 0.241
C 1.646 2.067 0.781
C 0.902 2.421 1.901
C 1.077 3.661 2.478
S 1.407 0.502 0.050
O 2.548 0.179 -0.763
O 0.987 -0.422 1.076
N 0.078 0.623 -0.914
C 0.086 1.252 -2.136
N 0.859 2.282 -2.441
C 0.692 2.793 -3.659
C -0.226 2.300 -4.574
C -0.968 1.203 -4.173
N -0.811 0.672 -2.967
H 2.998 6.319 2.280
H 1.838 5.946 3.443
H 3.473 4.883 0.408
H 3.143 2.661 -0.628
H 0.203 1.712 2.324
H 0.504 3.939 3.354
H 1.326 3.636 -3.910
H -0.348 2.739 -5.551
H -1.692 0.731 -4.826

# 3
22
Properties=species:S:1:pos:R:3 method="wB97M-V/def2-TZVPD" de_lowest_kj_mol=228.4 gap_ev=10.432 multiplicity=1 fmax_ev_per_a=2.9 homo_energy_ev=-9.63
C -0.292 -0.324 -1.408
C 0.899 -0.113 0.815
C 0.129 -1.059 -0.123
C -1.730 0.146 -1.530
C 1.059 -0.638 2.236
C 0.977 0.742 -1.741
C -0.085 1.248 0.862
N -1.261 1.221 1.347
O 1.955 0.335 -2.318
H -0.117 -0.999 -2.253
H 1.902 0.099 0.437
H -1.645 0.290 1.509
H 0.787 1.805 -1.518
H -0.754 -1.472 0.379
H 0.786 -1.898 -0.382
H 0.392 2.202 0.598
H -2.370 -0.161 -0.698
H -1.810 1.231 -1.642
H -2.178 -0.293 -2.430
H 0.616 -1.629 2.386
H 0.619 0.012 2.998
H 2.123 -0.743 2.475

# 4
27
Properties=species:S:1:pos:R:3 method="wB97M-V/def2-TZVPD" de_lowest_kj_mol=70.5 gap_ev="9.681 / 5.979" charge=+1 multiplicity=2 fmax_ev_per_a=2.0 homo_energy_ev="-13.29 / -13.31" s_squared=0.779
C 0.607 -0.364 -2.979
C -0.546 0.992 -1.141
C 0.680 0.384 -1.710
C -0.181 1.553 0.126
C 1.624 0.548 -0.780
C -1.829 1.126 -1.565
C -1.097 2.320 0.923
C -2.733 1.950 -0.840
C -2.337 2.515 0.393
N 1.099 1.288 0.330
H -2.262 0.597 -2.408
H -0.057 -1.229 -2.902
H 1.547 -0.714 -3.406
H 2.673 0.311 -0.699
H 1.715 1.744 0.989
H -0.836 2.544 1.948
H -3.764 2.018 -1.153
H -3.036 3.116 0.959
H 0.185 0.237 -3.783
C 0.337 -2.759 2.158
C 1.864 -2.482 2.327
H -0.257 -1.858 2.325
H 0.171 -3.059 1.118
H -0.050 -3.564 2.757
H 1.987 -1.461 1.967
H 2.336 -3.204 1.678
H 2.158 -2.551 3.369